## A
DFT (ωB97M-V/def2-TZVPD) results for a single C4H9NOS molecule.

Results
highest occupied orbital energy: -9.032 eV
M: 119.2 g mol⁻¹
orbital gap: 9.67 eV

Geometry as ORCA input:
```
! RIJCOSX wB97M-V def2-TZVPD def2/J DEFGRID3
* xyz 0 1
O 2.768 0.346 -0.392
C 2.068 0.381 0.582
C 0.592 -0.071 0.525
C 0.018 0.339 -0.855
C -1.432 -0.053 -1.034
S -2.675 1.094 -0.317
N 0.198 -1.393 0.940
H 2.454 0.847 1.503
H 0.113 0.664 1.190
H 0.035 1.429 -0.911
H 0.602 -0.042 -1.692
H -1.758 -1.026 -0.688
H -1.597 0.037 -2.112
H -2.290 1.064 0.969
H 0.608 -2.095 0.362
H 0.297 -1.521 1.932
*
```

## B
DFT (ωB97M-V/def2-TZVPD) results for a 3-piece molecular cluster, C4H9NOS overall.

Results
highest occupied orbital energy: -8.312 eV
M: 119.2 g mol⁻¹
orbital gap: 4.55 eV

Geometry as ORCA input:
```
! RIJCOSX wB97M-V def2-TZVPD def2/J DEFGRID3
* xyz 0 1
O 1.973 0.561 0.660
C 1.099 -0.206 0.951
C 0.134 -0.038 2.046
C 0.662 1.620 -1.666
C 0.836 0.648 -2.542
S -2.586 -1.206 -0.576
N -0.747 -1.053 2.144
H 0.938 -1.196 0.484
H -0.159 0.963 2.368
H -0.205 1.498 -1.023
H 1.298 2.478 -1.514
H 0.046 -0.095 -2.628
H 1.612 0.558 -3.290
H -2.325 -2.419 -0.062
H -0.969 -1.199 3.128
H -1.606 -0.916 1.521
*
```

## C
DFT (ωB97M-V/def2-TZVPD) results for a single C4H9NOS molecule.

Results
highest occupied orbital energy: -8.980 eV
M: 119.2 g mol⁻¹
orbital gap: 9.77 eV

Geometry as ORCA input:
```
! RIJCOSX wB97M-V def2-TZVPD def2/J DEFGRID3
* xyz 0 1
C -1.203 1.093 -0.259
C -2.094 -0.141 -0.070
C 2.107 0.224 -0.608
C -1.636 -1.281 -0.581
N 1.795 -0.353 1.909
O -0.178 1.068 0.666
S 0.920 -0.391 0.632
H -1.830 1.977 0.089
H -0.948 1.195 -1.376
H -2.509 0.024 0.932
H 2.740 0.873 0.032
H 2.677 -0.621 -1.001
H 1.637 0.871 -1.302
H -0.861 -1.253 -1.383
H -2.130 -2.268 -0.292
H 1.512 -1.014 2.611
*
```

## D
DFT (ωB97M-V/def2-TZVPD) results for a single C4H9NOS molecule.

Results
highest occupied orbital energy: -8.736 eV
M: 119.2 g mol⁻¹
orbital gap: 9.30 eV

Geometry as ORCA input:
```
! RIJCOSX wB97M-V def2-TZVPD def2/J DEFGRID3
* xyz 0 1
C 1.256 -1.152 -0.269
C -0.019 -0.959 0.669
C -1.402 -0.928 0.374
C -0.529 0.445 0.816
H 2.303 0.725 -0.117
H 3.191 -0.667 0.579
H 0.982 -0.893 -1.226
H 1.752 -2.077 -0.307
H 0.075 -1.522 1.671
H -2.006 -1.112 1.308
H -2.424 -0.390 -1.182
H -0.624 0.760 1.808
H 0.993 1.938 -0.586
N 2.494 -0.278 -0.206
O -1.662 -1.164 -0.920
S -0.265 1.878 -0.168
*
```

Going by the energies, A is most stable and the next is 281.2 kJ/mol up.

## A
DFT (ωB97M-V/def2-TZVPD) results for a single C4H9NOS molecule.

Results
highest occupied orbital energy: -9.160 eV
M: 119.2 g mol⁻¹
orbital gap: 9.65 eV

Geometry as ORCA input:
```
! RIJCOSX wB97M-V def2-TZVPD def2/J DEFGRID3
* xyz 0 1
O -1.410 1.746 2.330
C -1.088 1.541 1.150
C -0.242 0.421 0.744
C -0.578 -0.003 -0.665
C 0.420 -1.218 -1.188
S 0.027 -2.834 -0.733
N 1.173 0.998 0.664
H -1.500 2.170 0.375
H -0.312 -0.437 1.407
H -1.503 -0.496 -0.787
H -0.509 0.860 -1.443
H 1.401 -0.964 -0.653
H 0.544 -1.093 -2.347
H 0.500 -2.804 0.473
H 1.199 1.790 0.001
H 1.880 0.324 0.672
*
```

## B
DFT (ωB97M-V/def2-TZVPD) results for a 2-piece molecular cluster, C4H9NOS overall.

Results
highest occupied orbital energy (alpha / beta): -8.288 / -8.348 eV
M: 119.2 g mol⁻¹
orbital gap (alpha / beta): 8.37 / 7.59 eV

Geometry as ORCA input:
```
! RIJCOSX wB97M-V def2-TZVPD def2/J DEFGRID3
* xyz 0 1
C -2.289 1.135 -0.092
C -1.252 0.591 -0.688
C 2.633 0.919 -0.005
C -0.650 -2.424 0.109
N 1.440 0.452 -0.646
O 0.149 0.712 1.680
S 0.206 0.133 0.334
H -3.281 1.454 -0.662
H -2.404 1.461 0.990
H -1.239 0.420 -1.768
H 2.567 0.917 1.017
H 2.798 1.877 -0.432
H 3.444 0.171 -0.143
H -0.393 -2.331 -0.895
H -0.243 -3.353 0.545
H -1.485 -2.134 0.656
*
```

Going by the energies, A is most stable and the next is 411.3 kJ/mol up.

## A
DFT (ωB97M-V/def2-TZVPD) results for a single C4H9NOS molecule.

Results
highest occupied orbital energy: -8.784 eV
M: 119.2 g mol⁻¹
orbital gap: 9.22 eV

Geometry as ORCA input:
```
! RIJCOSX wB97M-V def2-TZVPD def2/J DEFGRID3
* xyz 0 1
C -0.603 -2.149 0.100
N -0.516 -0.974 -0.736
C -0.269 0.210 -0.008
C -0.207 1.532 -0.799
S 1.079 2.694 0.112
C 1.103 0.316 0.677
O 2.020 -0.501 0.380
H -0.884 -3.018 -0.486
H -1.409 -2.012 0.903
H 0.334 -2.455 0.559
H 0.178 -1.155 -1.463
H -1.091 0.334 0.754
H -0.998 2.306 -0.969
H 0.274 1.350 -1.749
H 0.053 2.984 1.001
H 0.937 0.537 1.724
*
```

## B
DFT (ωB97M-V/def2-TZVPD) results for a single C4H9NOS molecule.

Results
highest occupied orbital energy (alpha / beta): -8.152 / -8.220 eV
M: 119.2 g mol⁻¹
orbital gap (alpha / beta): 7.37 / 8.11 eV

Geometry as ORCA input:
```
! RIJCOSX wB97M-V def2-TZVPD def2/J DEFGRID3
* xyz 0 1
C 0.068 -1.137 0.270
C -0.137 -0.396 1.573
C 0.670 -0.244 -0.759
C 0.328 -0.353 -2.191
N -0.504 2.518 1.577
O -2.219 1.064 0.571
S -0.802 1.240 0.777
H 0.714 -2.007 0.443
H -0.897 -1.500 -0.089
H -0.838 -0.864 2.259
H 0.790 -0.141 2.079
H 1.601 0.241 -0.507
H 0.310 0.637 -2.651
H -0.642 -0.825 -2.332
H 1.082 -0.935 -2.735
H 0.476 2.702 1.715
*
```

Going by the energies, A is most stable and the next is 134.0 kJ/mol up.

## A
DFT (ωB97M-V/def2-TZVPD) results for a single C4H9NOS molecule.

Results
highest occupied orbital energy (alpha / beta): -8.543 / -8.541 eV
M: 119.2 g mol⁻¹
orbital gap (alpha / beta): 8.31 / 8.31 eV

Geometry as ORCA input:
```
! RIJCOSX wB97M-V def2-TZVPD def2/J DEFGRID3
* xyz 0 1
C -0.255 -0.526 0.654
C -1.518 -1.066 0.038
C 1.060 -1.270 0.635
C 0.928 1.568 -1.209
N -0.258 1.329 -0.423
O -1.823 1.464 1.428
S -0.376 1.190 1.182
H -1.681 -2.017 0.435
H -1.648 -1.037 -1.117
H -2.398 -0.526 0.357
H 1.856 -0.917 1.377
H 1.452 -1.103 -0.385
H 0.865 -2.232 0.950
H 1.639 0.920 -0.715
H 0.809 1.526 -2.234
H 1.347 2.700 -0.972
*
```

## B
DFT (ωB97M-V/def2-TZVPD) results for a single C4H9NOS molecule.

Results
highest occupied orbital energy: -8.613 eV
M: 119.2 g mol⁻¹
orbital gap: 9.47 eV

Geometry as ORCA input:
```
! RIJCOSX wB97M-V def2-TZVPD def2/J DEFGRID3
* xyz 0 1
C -0.571 -0.815 -0.900
C -0.446 -1.544 0.410
C -0.278 -0.093 0.354
C -1.125 1.049 0.848
N 1.715 1.372 -0.706
O 2.239 -1.015 -0.113
S 1.607 0.111 0.490
H 0.172 -1.090 -1.528
H -1.594 -0.581 -1.251
H -1.347 -2.093 0.797
H 0.366 -2.234 0.601
H -0.824 1.450 1.834
H -1.988 0.566 1.150
H -1.168 1.747 0.111
H 1.083 2.174 -0.599
H 2.158 0.993 -1.498
*
```

Going by the energies, B is most stable and the next is 167.8 kJ/mol up.

## A
DFT (ωB97M-V/def2-TZVPD) results for a single C3H5NS2 molecule.

Results
highest occupied orbital energy: -8.580 eV
M: 119.2 g mol⁻¹
orbital gap: 9.16 eV

Geometry as ORCA input:
```
! RIJCOSX wB97M-V def2-TZVPD def2/J DEFGRID3
* xyz 0 1
C 0.057 0.683 -0.185
C -0.723 -0.635 -0.452
C 0.451 0.036 1.170
H 0.772 1.503 -2.237
H -0.538 1.556 -0.010
H -0.307 -1.191 -1.286
H -1.827 -0.541 -0.569
H -0.432 -1.886 1.463
N -0.311 -1.063 0.890
S 1.488 1.080 -1.209
S 1.369 0.458 2.423
*
```

## B
DFT (ωB97M-V/def2-TZVPD) results for a single C3H5NS2 molecule.

Results
highest occupied orbital energy: -8.678 eV
M: 119.2 g mol⁻¹
orbital gap: 8.67 eV

Geometry as ORCA input:
```
! RIJCOSX wB97M-V def2-TZVPD def2/J DEFGRID3
* xyz 0 1
C -0.304 -0.910 0.233
C -1.593 -0.722 0.503
C 1.738 0.240 -0.443
H -0.812 2.333 0.692
H 0.250 -1.963 -0.160
H -2.182 0.328 0.187
H -1.942 -1.764 0.656
H 2.066 1.296 -0.787
N 0.411 0.295 0.072
S -0.483 1.799 -0.497
S 2.852 -0.935 -0.456
*
```

## C
DFT (ωB97M-V/def2-TZVPD) results for a single C3H5NS2 molecule.

Results
highest occupied orbital energy: -8.844 eV
M: 119.2 g mol⁻¹
orbital gap: 9.32 eV

Geometry as ORCA input:
```
! RIJCOSX wB97M-V def2-TZVPD def2/J DEFGRID3
* xyz 0 1
C 2.066 -1.033 0.882
C 1.468 -0.368 -0.536
C -2.207 0.610 -0.179
N 2.835 -0.556 0.006
S 0.768 1.228 -0.581
S -0.726 1.142 0.896
H 1.689 -1.543 1.708
H 1.159 -1.252 -1.180
H -2.224 1.317 -0.894
H -2.958 0.714 0.547
H -1.870 -0.260 -0.668
*
```

Going by the energies, A is most stable and the next is 251.4 kJ/mol up.

## A
DFT (ωB97M-V/def2-TZVPD) results for CH6N2S as an isolated structure.

Results
highest occupied orbital energy: -7.808 eV
M: 78.1 g mol⁻¹
orbital gap: 8.40 eV

Geometry as ORCA input:
```
! RIJCOSX wB97M-V def2-TZVPD def2/J DEFGRID3
* xyz 0 1
S -1.714 -1.227 -0.921
H -1.597 -0.658 -2.048
N -0.220 1.150 -0.001
C 0.896 0.488 0.298
N 0.785 -0.741 0.831
H -1.230 0.316 -0.216
H 0.032 2.115 -0.191
H 1.833 1.041 0.339
H 1.434 -1.397 0.953
H -0.218 -1.086 0.955
*
```

## B
DFT (ωB97M-V/def2-TZVPD) results for a 2-piece molecular cluster, CH6N2S overall.

Results
highest occupied orbital energy: -9.322 eV
M: 78.1 g mol⁻¹
orbital gap: 9.72 eV

Geometry as ORCA input:
```
! RIJCOSX wB97M-V def2-TZVPD def2/J DEFGRID3
* xyz 0 1
S 0.774 -2.351 3.121
H 1.146 -1.421 4.238
N 0.337 -0.083 -1.137
C -0.645 0.856 -1.461
N -0.301 1.894 -2.074
H 1.310 0.258 -1.270
H 0.358 -1.122 -1.107
H -1.669 0.500 -1.100
H -1.049 2.599 -2.140
H -0.263 -1.130 2.931
*
```

Going by the energies, A is most stable and the next is 21.6 kJ/mol up.

## A
DFT (ωB97M-V/def2-TZVPD) results for C5H11P as an isolated structure.

Results
highest occupied orbital energy: -9.337 eV
M: 102.1 g mol⁻¹
orbital gap: 10.25 eV

Geometry as ORCA input:
```
! RIJCOSX wB97M-V def2-TZVPD def2/J DEFGRID3
* xyz 0 1
C 2.315 0.583 -0.677
C 2.789 0.803 0.665
C -0.837 -1.318 1.123
C -2.390 -0.746 -0.737
C -1.107 -1.250 -0.168
P 1.747 0.367 -2.105
H 2.815 -0.137 1.218
H 3.793 1.230 0.655
H 2.123 1.493 1.187
H 0.114 -1.663 1.490
H -0.639 2.799 -0.747
H -1.560 -1.019 1.867
H -2.212 0.205 -1.243
H -2.784 -1.446 -1.469
H -3.132 -0.589 0.044
H -0.362 -1.546 -0.897
H -0.674 2.234 -0.205
*
```

## B
DFT (ωB97M-V/def2-TZVPD) results for a single C5H11P molecule.

Results
highest occupied orbital energy: -8.394 eV
M: 102.1 g mol⁻¹
orbital gap: 9.61 eV

Geometry as ORCA input:
```
! RIJCOSX wB97M-V def2-TZVPD def2/J DEFGRID3
* xyz 0 1
C -0.929 -1.205 -0.564
C -1.096 0.200 -0.045
C -2.488 0.574 0.506
C 2.339 0.744 0.207
C 1.837 -0.635 -0.162
P 0.232 -0.964 0.802
H -1.860 -1.726 -0.223
H -0.610 -1.221 -1.511
H -0.444 0.934 -0.595
H -2.405 1.116 1.382
H -3.041 -0.360 0.664
H -3.010 1.212 -0.326
H 3.293 1.085 -0.439
H 1.540 1.557 -0.096
H 2.635 0.949 1.231
H 2.508 -1.324 0.285
H 1.500 -0.936 -1.114
*
```

## C
DFT (ωB97M-V/def2-TZVPD) results for a single C5H11P molecule.

Results
highest occupied orbital energy: -9.099 eV
M: 102.1 g mol⁻¹
orbital gap: 10.30 eV

Geometry as ORCA input:
```
! RIJCOSX wB97M-V def2-TZVPD def2/J DEFGRID3
* xyz 0 1
C -0.900 0.438 -0.416
C -0.251 -0.526 0.554
C -1.215 1.857 -0.086
C 2.065 -0.599 -0.090
C 0.808 -1.335 -0.220
P -1.910 -1.011 -0.042
H -0.497 0.241 -1.433
H -0.101 -0.158 1.516
H -1.133 1.998 0.939
H -2.305 2.117 -0.383
H -0.536 2.576 -0.509
H 1.959 0.370 -0.479
H 2.966 -1.006 -0.454
H 2.280 -0.568 1.049
H 0.780 -2.385 0.192
H 0.527 -1.406 -1.230
H -2.536 -0.602 1.092
*
```

Going by the energies, C is most stable and the next is 46.7 kJ/mol up.

## A
DFT (ωB97M-V/def2-TZVPD) results for a 2-piece molecular cluster, C5H7N3 overall.

Results
highest occupied orbital energy: -8.782 eV
M: 109.1 g mol⁻¹
orbital gap: 9.32 eV

Geometry as ORCA input:
```
! RIJCOSX wB97M-V def2-TZVPD def2/J DEFGRID3
* xyz 0 1
C -2.406 -0.450 0.021
C -1.170 0.320 0.002
C 0.839 1.077 -0.197
C 2.122 0.390 0.076
C 1.401 -0.967 -0.080
H -3.125 0.374 0.738
H -2.448 -1.895 0.457
H -2.642 -0.639 -1.151
H 2.604 0.849 1.147
H 3.083 0.445 -0.509
H 1.273 -1.717 0.790
H 1.316 -1.552 -1.056
N -1.133 1.701 -0.072
N 0.137 2.145 -0.046
N 0.148 -0.081 -0.121
*
```

## B
DFT (ωB97M-V/def2-TZVPD) results for a single C5H7N3 molecule.

Results
highest occupied orbital energy: -9.567 eV
M: 109.1 g mol⁻¹
orbital gap: 8.93 eV

Geometry as ORCA input:
```
! RIJCOSX wB97M-V def2-TZVPD def2/J DEFGRID3
* xyz 0 1
C 0.242 1.659 0.394
C 0.426 0.634 -0.786
C 1.009 -0.714 -0.182
C -2.064 -1.138 0.219
C 2.323 -0.907 0.132
H -0.153 0.900 1.404
H 1.249 2.269 0.897
H -0.595 2.331 -0.239
H -0.585 0.530 -1.222
H 0.948 0.966 -1.536
H -3.209 -1.116 -0.141
H -2.234 -1.215 1.407
N 0.132 -1.706 0.099
N -0.967 -1.310 -0.488
N 3.476 -1.183 0.040
*
```

Going by the energies, A is most stable and the next is 58.1 kJ/mol up.